ORCA calculation (ωB97M-V with the def2-TZVPD basis set) on a molecular structure, C45H56As3ClF5N4OSi2Tl in a non-equilibrium geometry.

charge: -2
frontier orbital gap: 4.6 eV
LUMO level: 3.491 eV
total energy: -10460.90022 Eh
HOMO level: -1.14 eV
ΔE to the lowest compared entry with this formula, charge and spin: 119.6 kJ/mol

Last column: Löwdin charge in e.
Geometry (Å):
C: 0.909903 -4.571495 -6.691633  -0.2728
H: 0.132465 -1.209060 -1.843003  0.0149
F: 1.595952 -4.240729 3.619842  -0.0247
H: -4.684074 -3.803371 -3.304108  0.0204
N: -3.101748 2.607477 -0.026339  0.1472
H: 4.190729 1.897753 -2.362760  0.1098
C: 0.768371 1.987301 3.435894  -0.4755
C: -3.659192 -3.679980 -3.727928  -0.2462
H: 1.408311 2.081164 4.328212  0.0110
H: -1.850507 -1.241580 1.868839  0.0673
H: 1.293719 7.825568 4.118243  0.1046
C: -2.468259 -3.560382 -1.020862  -0.2677
C: 1.168406 -4.453164 2.335088  -0.4479
C: 0.887984 1.898493 -3.917662  -0.0438
H: 1.186324 2.740964 -4.499155  0.0955
H: -2.765064 -5.995351 -5.534667  -0.0018
C: -0.168251 1.192391 8.431341  -0.1008
H: -2.098262 -6.083251 -7.055568  -0.0128
H: -3.728205 -3.981760 -4.781994  -0.0156
H: 0.053830 2.055353 -0.303268  0.0701
H: 0.635138 -4.471153 -7.784550  0.0177
H: -1.002338 -2.117168 -5.990203  -0.0091
H: -1.743634 -3.947622 -0.288161  -0.0084
H: -2.553862 -2.964623 -6.213612  -0.0273
H: 1.362212 3.743098 -1.807685  0.1074
H: 1.109791 2.818673 1.470151  0.0630
C: 2.654750 4.728973 4.389204  -0.1216
C: -3.045142 0.623619 -1.304259  -0.1057
Tl: 1.041440 -2.437296 0.574318  0.6082
H: -4.278937 -1.105495 1.449028  0.1052
H: -1.339266 -7.001228 -5.745814  0.0218
F: 1.536403 -6.264887 0.783134  0.0977
N: 0.349510 0.833048 -1.859145  0.1195
C: 4.571578 2.395425 -1.464318  -0.1046
C: 0.957910 0.521740 6.439156  -0.1360
C: 5.967063 4.069123 -0.420772  -0.0961
H: -2.203685 2.393453 4.222035  0.0946
C: 4.254162 2.908150 0.839372  -0.4356
H: 1.251968 -5.623065 -6.620786  0.0067
C: 1.773754 6.884342 3.793997  -0.1258
H: -0.005801 2.782658 3.623484  0.0818
H: 0.706423 -1.496736 -4.256364  0.0413
C: 5.591767 3.319587 -1.564403  -0.0954
C: -2.741465 -6.225090 -2.211726  -0.2679
C: 2.761874 5.477820 2.105127  -0.1023
C: -3.039274 1.993550 -1.252738  -0.4040
H: 3.267592 -2.918938 -1.191423  -0.0551
C: -3.016165 0.679608 -3.526612  -0.1513
C: -3.821748 -0.375112 2.101379  -0.0911
F: 2.014029 -6.657194 2.929759  0.0711
C: 1.953459 -5.678684 1.951997  -0.5521
H: -2.361981 0.486042 5.900134  0.0808
C: 2.197517 6.698966 2.485056  -0.0941
H: 2.820131 3.878001 5.074712  0.0891
H: -4.585606 2.407731 3.833969  0.0871
H: 5.963013 3.556776 -2.582063  0.1024
N: -3.034541 2.755377 -2.331621  0.1358
F: -0.187734 -4.917374 2.457872  -0.0935
Cl: 4.445209 -1.026230 -0.313899  0.3427
H: -3.490733 -3.752216 -0.624537  0.0289
H: 1.902418 7.402535 1.711408  0.0967
C: -1.888677 0.537116 3.121088  -0.4220
C: -0.233159 0.524382 5.703648  -0.3679
H: -3.083818 1.984770 0.765501  0.0527
C: 0.563816 1.983851 -2.563535  -0.2451
C: 0.935067 0.653445 -4.518456  -0.0741
H: 3.909069 -3.254397 0.363674  -0.0607
C: -4.604620 0.658329 2.592998  -0.1009
H: -2.244056 -2.494574 -1.153296  -0.0107
C: 0.442902 -0.363605 -2.466750  -0.1525
C: -1.403194 1.049183 7.730051  -0.0935
H: 2.904016 5.267537 1.026366  0.1121
H: 6.738101 4.823899 -0.463554  0.0879
H: -5.657867 0.743443 2.490920  0.0927
C: 2.990492 4.461120 3.039938  -0.4340
H: -0.306294 3.908269 -2.253550  0.1115
H: 3.058020 1.465932 -0.315435  0.0896
H: 5.496967 4.401831 1.685213  0.0941
H: 1.868095 0.301902 5.922872  0.0891
H: 1.286674 0.485652 -5.540629  0.1057
H: -2.373850 1.330349 8.146332  0.0961
C: -1.511193 -2.958405 -6.449162  -0.2448
H: 1.629985 1.075800 1.703627  0.0630
C: 2.120566 5.969025 4.750061  -0.1167
H: -3.470686 -2.595948 -3.699423  -0.0010
H: -2.547979 3.432649 0.071077  0.0799
C: 0.405364 3.248594 -1.774484  -0.2352
As: -0.089895 0.227881 3.740516  1.3186
C: -2.435040 -0.439379 2.317102  -0.1182
H: 1.988232 0.913923 8.307889  0.1010
Si: -0.720952 -4.526224 -5.652721  0.0485
C: 3.919655 2.181415 -0.248772  -0.1738
C: 3.349086 -2.494114 -0.191879  -0.7838
H: 1.582899 -3.803901 -6.360118  -0.0086
H: -1.336463 -2.984735 -7.545717  0.0131
H: 1.787914 6.134595 5.793708  0.1060
N: -2.994035 -0.054476 -2.403996  0.1099
C: -1.439978 0.607968 6.423038  -0.1149
H: -3.022872 2.546776 -4.455926  0.1058
As: 3.428235 2.676554 2.570645  1.2833
H: -2.591548 -6.935694 -3.061825  0.0162
C: -2.649288 1.608283 3.627587  -0.1233
C: 1.027536 0.895294 7.786340  -0.0955
H: -2.954595 0.139736 -4.462829  0.0991
C: 5.317721 3.826011 0.771475  -0.1456
C: -4.025955 1.645384 3.358022  -0.1018
C: 0.687227 -0.513265 -3.802729  -0.0732
Si: -2.263366 -4.471791 -2.663492  0.0435
C: -1.799411 -6.047840 -6.039086  -0.2499
H: -2.143361 -6.514067 -1.344577  0.0133
H: -0.185725 1.551552 9.439274  0.0793
O: -0.076933 3.010733 -0.498467  -0.0993
F: 3.271832 -5.330539 1.783870  0.0756
C: 1.594428 2.114724 2.181295  -0.4584
H: -3.046461 0.038231 -0.372941  0.1034
As: -0.145437 -4.281023 -3.490789  0.5980
C: -2.995941 2.040692 -3.469572  -0.1530
H: -3.770882 -6.247378 -1.799528  0.0161

Cartesian forces, eV/Å:
C -1.7893 -1.6695 -1.1332
H 0.4776 0.1400 -0.2470
F -0.0796 0.5156 0.7577
H 0.6020 -0.1307 -0.0247
N -0.5317 -0.1032 0.2576
H 0.2961 -0.0015 0.3924
C -0.5989 0.7803 1.6962
C -0.5326 0.1384 0.1127
H -0.0918 -0.1235 -0.1518
H 0.0306 0.1010 0.2197
H 0.2009 -0.5967 -0.3852
C 0.1131 -0.2313 0.2576
C -0.8407 -0.1673 -1.0221
C 0.1302 -0.2987 0.3161
H -0.0759 0.7551 -0.1972
H 0.0751 0.1322 0.4684
C -1.0934 -0.0191 -0.9887
H 0.0180 -0.1796 -1.4474
H 0.1524 -0.0262 0.2753
H -0.0826 0.2790 -0.4116
H 0.3591 0.2809 0.9854
H -0.0735 0.2708 -0.0390
H -0.2017 0.0487 -0.1008
H -0.7466 0.4367 -0.0103
H 0.6894 0.4523 0.4094
H 0.4621 -0.5302 0.2898
C 0.7021 -0.5548 -0.7744
C 0.1887 -1.8801 1.2542
Tl 0.0722 0.1239 0.3836
H -0.0522 -0.2240 0.0498
H 0.0423 0.2907 -0.0960
F 0.3516 0.5174 1.3291
N 0.3227 1.1650 -0.5701
C -0.0758 0.0960 -0.4159
C -0.1837 0.6624 -0.0970
C -0.1250 -0.6273 -0.4507
H 0.1270 -0.0874 0.1167
C 0.3735 0.7848 1.0927
H 0.5911 0.6837 0.2576
C 0.6298 1.5778 -0.0541
H 0.7187 -0.5214 -0.6013
H -0.0391 -0.0152 0.1199
C -0.0312 0.7953 -0.2944
C -0.5012 -0.5475 -0.0344
C -0.2317 0.0128 -0.5409
C -0.1959 1.6992 0.7011
H 0.0848 0.2834 -0.3235
C 0.5799 -0.8192 0.1230
C 0.0515 -0.1143 -0.8705
F -0.4199 0.2422 -0.8652
C 1.0422 -0.8988 -0.4271
H -0.5707 0.0052 -0.1229
C -0.6616 -0.6640 -0.4783
H -0.1536 0.8861 0.0382
H -0.7181 0.7167 0.1026
H 0.1227 -0.1698 0.9111
N 0.3118 -0.4170 -0.7816
F 0.8003 0.1996 0.1118
Cl -0.2928 -0.2698 0.0160
H 0.4864 0.3733 -0.1668
H 0.2286 0.0509 0.1121
C 0.4201 0.9345 0.9645
C -0.4197 -0.8890 0.4021
H 0.2157 0.0600 0.0787
C -0.4071 -2.4994 0.0690
C 0.6313 -0.9697 -0.3203
H 0.0873 0.3444 0.1037
C 0.5976 -0.0727 0.5423
H -0.3456 -0.0956 0.0985
C -1.2743 0.3023 1.1543
C 0.5195 0.0233 0.6832
H 0.1386 0.2257 0.7754
H 0.0960 0.0529 -0.1279
H -0.7852 -0.4370 -0.5420
C -0.8622 1.7448 0.5918
H -0.2365 0.1866 -0.4250
H 0.9248 0.7152 0.5621
H 0.3832 -0.0367 -0.4362
H 0.5536 -0.0670 -0.2913
H -0.3377 0.5992 0.1007
H 0.4560 -0.2252 0.4480
C 0.6488 -1.1152 -0.4220
H 0.2258 1.3952 0.2463
C -0.7839 -1.3788 1.4504
H 0.0482 -0.1735 -0.1106
H 0.2745 0.2927 0.0194
C -0.2768 -0.2322 -0.6820
As 1.1430 -0.3005 0.1493
C -1.4473 0.0700 -0.0091
H -0.3617 0.0550 -0.1817
Si 0.4721 0.6335 -0.4794
C -1.6279 -1.3275 -1.8063
C -0.0507 -0.7398 0.2643
H 0.5684 0.0707 0.0802
H -0.2369 0.1772 0.5058
H 0.3936 -0.1207 -0.6604
N -0.4279 -0.3708 -1.0157
C 1.4090 0.8387 -0.5134
H 0.1501 0.1650 0.8854
As 0.4898 -1.4589 0.5058
H -0.2455 0.3915 0.8145
C -0.8099 -0.7343 -0.8424
C -0.6839 -0.4491 -0.2217
H -0.0729 0.0552 -0.0629
C -0.5284 0.0905 0.2899
C 1.9175 -0.0798 0.4682
C 0.2874 0.5122 -0.4887
Si -0.4416 0.5005 -0.1256
C 0.0158 0.0442 0.7048
H 0.3901 -0.1821 -0.2509
H 0.0436 0.1079 0.4524
O 0.1133 -0.2502 1.0416
F -0.7630 -0.1997 -0.1532
C -0.7519 -0.9855 -1.6778
H 0.0644 0.3560 -0.3510
As 0.3336 0.0619 0.4672
C -0.4164 0.8948 -1.1812
H 0.1388 -0.1198 -0.5754